Record 1
{
  "formula": "C11H23N3",
  "method": "ωB97M-V/def2-TZVPD",
  "symbols": ["C", "C", "C", "C", "C", "C", "C", "C", "C", "C", "C", "N", "N", "N", "H", "H", "H", "H", "H", "H", "H", "H", "H", "H", "H", "H", "H", "H", "H", "H", "H", "H", "H", "H", "H", "H", "H"],
  "positions_angstrom": [[1.1273, -3.1635, -0.4768], [2.3452, -5.5083, -0.9258], [2.7483, -4.3126, -1.7920], [1.5628, -3.4209, -1.8624], [0.4611, -4.0387, -2.6252], [-3.4670, 8.0626, 4.1879], [-2.3349, 8.9847, 2.0817], [-4.4069, 7.4990, 2.0579], [3.7684, -7.3569, -2.1360], [2.0704, -8.0230, -0.4874], [-3.4519, 8.2095, 2.7891], [1.0594, -4.0018, 0.4722], [1.4449, -5.3206, 0.0210], [2.5869, -7.0853, -1.3493], [0.7970, -2.1275, -0.2067], [3.5613, -3.8712, -1.2439], [3.1746, -4.7312, -2.6562], [1.8541, -2.4419, -2.4242], [0.7681, -4.0707, -3.7084], [-0.4742, -3.4441, -2.5779], [0.2980, -5.1672, -2.2318], [-2.5055, 8.1014, 4.6724], [-3.9381, 8.9789, 4.5063], [-4.0994, 7.1492, 4.6704], [-2.3282, 9.0934, 0.9858], [-1.5182, 8.2703, 2.2795], [-2.0230, 9.8920, 2.6267], [-4.8885, 6.7601, 2.7375], [-5.2626, 7.9791, 1.6148], [-3.8998, 7.1317, 1.1891], [3.7763, -6.6074, -2.9297], [4.6776, -7.4811, -1.6765], [3.6817, -8.2669, -2.6104], [2.5226, -8.1186, 0.5263], [0.9520, -7.9097, -0.1427], [2.3051, -9.0247, -1.0029], [1.1159, -5.9947, 0.6117]],
  "forces_ev_per_angstrom": [[-0.65, 2.27, 1.02], [-0.70, -5.20, -1.05], [0.40, -2.03, 2.34], [0.95, 2.30, -1.33], [-1.49, -2.59, -1.30], [-0.83, -2.41, 2.83], [-0.33, -0.91, 1.09], [-1.75, -1.93, 0.31], [-1.76, 2.02, -1.07], [-1.63, -3.32, 2.46], [1.87, 1.91, -1.67], [0.10, -0.96, -0.77], [2.40, 2.81, -2.08], [-0.29, 7.72, 0.67], [0.31, -1.03, -0.12], [0.60, 0.53, 0.26], [0.16, -0.06, -1.56], [-0.39, -1.50, 1.36], [-0.45, -0.26, 1.02], [0.46, -0.59, 0.10], [-0.09, 2.66, -1.16], [0.52, 0.12, 0.08], [-0.58, 0.83, 0.43], [1.44, 2.28, -1.50], [-0.75, 0.08, 0.57], [0.25, 0.04, 0.04], [-0.29, -0.32, -0.24], [0.47, 0.02, -0.98], [-0.24, 1.14, -0.22], [0.22, -0.80, -0.71], [0.52, -0.14, 0.09], [2.18, 0.54, 1.81], [-0.95, -2.14, -1.24], [0.51, 0.25, -0.53], [1.69, -0.25, -1.63], [-1.03, 1.24, 0.96], [-0.82, -2.30, 1.73]],
  "nbo_charge": [0.15, 0.61, -0.48, -0.33, -0.61, -0.76, -0.72, -0.78, -0.41, -0.45, 0.58, -0.21, -0.40, -0.37, 0.24, 0.27, 0.26, 0.27, 0.24, 0.25, 0.21, 0.29, 0.34, 0.28, 0.28, 0.29, 0.29, 0.27, 0.35, 0.30, 0.21, 0.21, 0.23, 0.20, 0.21, 0.26, 0.43],
  "lumo_ev": -7.169,
  "charge": 2,
  "e_homo_ev": -14.403,
  "de_lowest_ev": 4.898,
  "orbital_gap_ha": 0.26583
}

Record 2
{
  "formula": "C11H23N3O2PPtS2",
  "method": "ωB97M-V/def2-TZVPD",
  "symbols": ["Pt", "C", "C", "O", "P", "S", "S", "O", "C", "C", "H", "H", "H", "H", "H", "H", "H", "H", "H", "H", "C", "C", "N", "C", "C", "N", "C", "C", "H", "H", "H", "H", "H", "H", "H", "H", "H", "H", "H", "H", "N", "C", "H"],
  "positions_angstrom": [[0.3798, 1.2270, 0.4588], [5.7209, 0.0105, 1.9521], [4.5407, 0.9545, 2.1306], [4.2268, 1.5260, 0.8742], [2.7815, 1.4866, 0.1497], [2.0888, -0.4550, 0.3631], [-0.7146, 3.8939, 0.3071], [3.4145, 1.5725, -1.3319], [2.7898, 2.2328, -2.4170], [1.4420, 1.6368, -2.7901], [6.0399, -0.3728, 2.9180], [6.5517, 0.5400, 1.4933], [5.4408, -0.8143, 1.3019], [4.8021, 1.7753, 2.8090], [3.6783, 0.4114, 2.5373], [3.4949, 2.1234, -3.2471], [2.6728, 3.2967, -2.1911], [1.5517, 0.6051, -3.1223], [0.9925, 2.2322, -3.5814], [0.7719, 1.6620, -1.9124], [-1.9161, -0.8893, -1.0895], [-3.4172, -0.4992, -0.9217], [-3.9791, -1.2849, 0.1548], [-3.9515, -2.6928, -0.1782], [-2.4707, -3.1122, -0.4373], [-1.6231, -1.9690, -0.1793], [-1.7790, -1.5132, 1.1813], [-3.2484, -1.0345, 1.3774], [-1.2528, -0.0373, -0.8253], [-1.6924, -1.2045, -2.1096], [-3.9808, -0.7076, -1.8320], [-3.5099, 0.5557, -0.6680], [-4.5748, -2.8592, -1.0592], [-4.3748, -3.2574, 0.6526], [-2.3312, -3.4313, -1.4712], [-2.1645, -3.9270, 0.2218], [-1.0804, -0.6720, 1.3424], [-1.5270, -2.3279, 1.8585], [-3.2598, 0.0393, 1.5656], [-3.7389, -1.5548, 2.2009], [-2.3726, 1.9272, 1.2647], [-1.2834, 2.3351, 0.7972], [-3.1380, 2.5724, 1.4518]],
  "forces_ev_per_angstrom": [[-0.38, 1.74, -0.11], [-0.28, 0.28, -0.07], [0.20, -0.32, 0.73], [-0.52, 0.69, -0.41], [1.00, -1.56, -0.32], [-0.44, 0.53, 0.15], [1.38, -2.39, -0.13], [-0.07, 0.10, 0.65], [-0.46, 0.25, -0.68], [0.06, 0.03, 0.34], [0.01, -0.09, 0.08], [0.10, 0.05, -0.02], [-0.01, -0.12, 0.00], [-0.11, -0.14, -0.08], [0.11, 0.14, -0.07], [-0.10, 0.14, 0.14], [0.09, -0.02, 0.02], [-0.06, -0.02, 0.04], [-0.06, 0.01, -0.10], [0.12, -0.02, -0.53], [-0.33, 0.26, -0.05], [0.40, 0.14, -0.19], [-0.95, 0.16, 0.07], [0.31, -0.31, -0.14], [-0.47, -0.14, 0.01], [1.18, -0.19, -0.16], [-0.47, 0.19, 0.20], [0.36, 0.10, 0.30], [-0.13, -0.18, -0.20], [0.10, 0.04, -0.04], [-0.03, 0.08, -0.06], [-0.12, 0.05, -0.09], [-0.02, -0.03, 0.01], [-0.10, -0.01, 0.03], [0.09, -0.04, -0.02], [0.02, -0.04, -0.05], [0.02, -0.15, 0.12], [0.16, -0.01, 0.09], [-0.11, -0.30, 0.12], [-0.01, -0.03, 0.05], [1.57, -0.58, -0.29], [-2.48, 1.68, 0.88], [0.40, 0.01, -0.22]],
  "nbo_charge": [0.41, -0.62, -0.07, -0.80, 1.39, -0.55, -0.02, -0.80, -0.06, -0.64, 0.21, 0.21, 0.22, 0.18, 0.19, 0.20, 0.18, 0.22, 0.22, 0.20, -0.23, -0.25, -0.42, -0.25, -0.25, -0.44, -0.23, -0.28, 0.17, 0.20, 0.20, 0.21, 0.19, 0.20, 0.20, 0.20, 0.18, 0.20, 0.24, 0.19, -0.72, 0.02, 0.39],
  "lumo_ev": [-2.219, -2.089],
  "spin_multiplicity": 2,
  "s_squared": 0.77,
  "e_homo_ev": [-7.285, -7.325],
  "orbital_gap_ha": [0.18615, 0.19239]
}

Record 3
{
  "formula": "C11H23N3O2PS",
  "method": "ωB97M-V/def2-TZVPD",
  "symbols": ["C", "C", "C", "N", "C", "P", "N", "N", "C", "S", "C", "C", "C", "C", "C", "O", "C", "O", "H", "H", "H", "H", "H", "H", "H", "H", "H", "H", "H", "H", "H", "H", "H", "H", "H", "H", "H", "H", "H", "H", "H"],
  "positions_angstrom": [[-1.3438, 1.2387, -4.1891], [-2.1846, 0.1706, -3.4749], [-2.4867, 0.4314, -1.9844], [-1.7744, -0.4214, -1.0101], [-0.3919, -0.1646, -0.6605], [0.5434, -1.7375, -1.0186], [0.5786, -2.0194, -2.5471], [0.2154, 0.9247, -1.4416], [0.0506, 2.1153, -0.9298], [-0.6675, 2.1556, 0.5959], [-0.2008, 0.3570, 0.7722], [-0.8857, -0.3608, 1.9151], [-0.2528, 0.0107, 3.2758], [0.7574, -0.9984, 3.8378], [2.1420, -0.8990, 3.2270], [2.5839, 0.4627, 3.3301], [3.6150, 0.8082, 2.5575], [3.9262, 1.9471, 2.3620], [-1.6377, 1.3292, -5.2358], [-1.4663, 2.2227, -3.7290], [-0.2764, 0.9935, -4.2123], [-1.7222, -0.8125, -3.5837], [-3.1478, 0.1162, -3.9882], [-2.3442, 1.4813, -1.7273], [-3.5464, 0.2356, -1.8074], [-1.9035, -1.3815, -1.3041], [-0.2119, -2.6548, -0.2721], [1.7788, -1.6252, -0.3510], [1.4962, -2.1205, -2.9591], [0.6593, 0.7797, -2.3432], [0.3798, 3.0063, -1.4538], [0.8818, 0.4470, 0.9216], [-1.9481, -0.1230, 1.9248], [-0.7780, -1.4386, 1.7515], [-1.0255, 0.2103, 4.0157], [0.2771, 0.9602, 3.1426], [0.8162, -0.8439, 4.9169], [0.4004, -2.0205, 3.6798], [2.1197, -1.1779, 2.1660], [2.8400, -1.5620, 3.7406], [4.1344, -0.0425, 2.0905]],
  "forces_ev_per_angstrom": [[0.17, -0.15, -0.04], [-0.18, 0.22, -0.05], [-0.17, -0.13, -0.08], [0.15, 0.12, -0.21], [-0.25, -0.42, 0.43], [0.32, -0.20, -0.81], [0.06, 0.34, 0.29], [0.26, 0.60, 0.02], [-0.02, -0.32, -0.07], [0.40, 0.00, 0.21], [-0.03, 0.26, -0.44], [0.22, 0.02, 0.36], [0.20, 0.31, -0.30], [-0.25, 0.09, 0.03], [-0.09, -0.05, -0.02], [-0.31, -0.08, 0.16], [0.41, 0.65, -0.44], [-0.16, -0.43, 0.16], [0.01, 0.01, 0.09], [-0.04, 0.01, -0.06], [-0.05, 0.03, 0.06], [0.00, 0.00, -0.01], [0.06, -0.03, 0.05], [0.01, -0.03, 0.02], [0.09, 0.00, 0.08], [-0.02, -0.05, 0.03], [-0.03, 0.09, 0.24], [-0.13, 0.08, 0.31], [-0.06, -0.09, -0.14], [-0.23, -0.15, -0.11], [-0.14, -0.06, -0.07], [-0.05, -0.15, 0.27], [-0.03, -0.17, -0.20], [-0.18, 0.03, -0.05], [-0.07, -0.19, -0.03], [-0.09, 0.04, 0.23], [0.17, -0.05, -0.05], [-0.01, 0.01, 0.10], [0.01, -0.07, 0.04], [0.01, 0.02, -0.01], [0.05, -0.12, 0.03]],
  "nbo_charge": [-0.61, -0.45, -0.22, -0.64, -0.03, 1.33, -1.30, -0.52, 0.02, 0.45, -0.28, -0.44, -0.41, -0.42, -0.07, -0.52, 0.64, -0.53, 0.24, 0.19, 0.19, 0.23, 0.23, 0.19, 0.23, 0.38, -0.05, -0.05, 0.41, 0.47, 0.27, 0.23, 0.25, 0.22, 0.24, 0.22, 0.24, 0.22, 0.15, 0.21, 0.10],
  "lumo_ev": -4.470,
  "charge": 1,
  "e_homo_ev": -12.708,
  "orbital_gap_ha": 0.30274
}

Record 4
{
  "formula": "C11H23N3O3",
  "method": "ωB97M-V/def2-TZVPD",
  "symbols": ["C", "C", "C", "C", "N", "C", "O", "N", "C", "C", "C", "C", "C", "N", "C", "O", "O", "H", "H", "H", "H", "H", "H", "H", "H", "H", "H", "H", "H", "H", "H", "H", "H", "H", "H", "H", "H", "H", "H", "H"],
  "positions_angstrom": [[2.9171, 1.9378, 0.9803], [3.1332, 1.0800, -0.3020], [4.5979, 1.2666, -0.7042], [2.8292, -0.4275, -0.0330], [2.9647, -1.1796, -1.2446], [1.4255, -0.6112, 0.5117], [1.1835, -0.6853, 1.7257], [0.4757, -0.7271, -0.4671], [-0.9592, -0.6828, -0.1206], [-1.7388, -0.2976, -1.3827], [-3.2660, -0.0844, -1.2307], [-3.5699, 0.9677, -0.1307], [-2.7331, 2.3045, -0.1681], [-2.9933, 3.3627, 0.7984], [-1.4516, -2.0848, 0.4001], [-2.3323, -2.7575, -0.1526], [-0.8850, -2.5350, 1.5945], [3.3660, 2.9358, 0.8304], [3.4461, 1.4081, 1.7934], [1.8517, 1.9920, 1.2592], [2.4706, 1.4098, -1.1169], [5.2673, 0.8733, 0.0353], [4.7917, 2.3319, -0.8738], [4.7729, 0.7493, -1.6264], [3.4747, -0.7806, 0.7633], [3.0444, -2.1443, -0.9465], [3.8255, -0.9932, -1.7042], [0.8283, -0.5952, -1.3844], [-1.1347, 0.0286, 0.6980], [-1.2552, 0.5551, -1.8921], [-1.5601, -1.1299, -2.0416], [-3.6644, 0.1971, -2.2206], [-3.7622, -1.0482, -0.9610], [-3.4920, 0.4463, 0.8557], [-4.6200, 1.2952, -0.2590], [-2.8334, 2.8128, -1.1119], [-1.6544, 2.1136, -0.1506], [-3.8954, 3.7906, 0.5847], [-3.0361, 3.0021, 1.7574], [-0.1968, -1.8297, 1.8436]],
  "forces_ev_per_angstrom": [[-0.12, -0.75, -0.36], [0.04, 0.18, 1.07], [-0.96, 0.33, -0.55], [0.02, 1.44, 0.45], [-0.43, -1.03, -0.09], [-0.76, -0.29, -0.09], [-0.02, 0.08, -1.04], [-0.25, 0.28, 2.70], [-0.20, -0.54, -0.36], [-0.12, -0.21, -0.16], [0.47, -0.01, 0.37], [-0.40, 0.66, -0.04], [0.57, -0.68, -0.08], [-0.67, -0.37, 0.57], [-1.42, -1.99, 0.39], [2.47, 1.81, 1.33], [0.13, 2.10, -1.88], [-0.42, -0.41, 0.20], [-0.20, 0.47, -0.14], [0.46, 0.21, -0.06], [0.17, 0.00, 0.16], [0.37, -0.10, 0.55], [0.12, -0.25, 0.07], [0.43, -0.18, -0.65], [0.36, 0.05, 0.32], [-0.23, -0.33, -0.44], [0.73, 0.39, -0.39], [-0.08, -0.11, -1.01], [0.29, -0.10, -0.11], [-0.22, -0.05, 0.52], [-0.17, -0.45, -0.55], [0.14, 0.14, 0.42], [0.49, 0.80, -0.19], [0.01, 0.65, -0.52], [0.29, -0.33, 0.32], [-0.40, -0.16, -0.78], [-0.05, -0.32, 0.29], [0.27, -0.14, 0.30], [-0.03, 0.20, -0.46], [-0.68, -0.96, -0.09]],
  "nbo_charge": [-0.61, -0.20, -0.61, -0.14, -0.83, 0.70, -0.66, -0.61, -0.16, -0.41, -0.40, -0.43, -0.22, -0.82, 0.78, -0.58, -0.69, 0.21, 0.21, 0.22, 0.20, 0.21, 0.22, 0.19, 0.19, 0.37, 0.37, 0.43, 0.23, 0.21, 0.22, 0.21, 0.24, 0.20, 0.21, 0.19, 0.17, 0.35, 0.35, 0.51],
  "lumo_ev": 0.694,
  "e_homo_ev": -9.396,
  "de_lowest_ev": 0.000,
  "orbital_gap_ha": 0.37078,
  "smiles": "CC(C)[C@H](N)C(=O)N[C@@H](CCCCN)C(=O)O"
}

Record 5
{
  "formula": "C11H23N5O3S",
  "method": "ωB97M-V/def2-TZVPD",
  "symbols": ["C", "C", "C", "C", "C", "C", "C", "C", "C", "C", "C", "H", "H", "H", "H", "H", "H", "H", "H", "H", "H", "H", "H", "H", "H", "H", "H", "H", "H", "H", "H", "H", "H", "H", "N", "N", "N", "N", "N", "O", "O", "O", "S"],
  "positions_angstrom": [[-0.9659, 1.7460, 1.9204], [-1.2118, 0.6122, 0.8551], [0.1996, 1.5336, 2.9106], [1.5043, 1.1604, 2.1433], [2.6005, 3.6193, 2.6740], [-1.5715, -1.6157, 0.2735], [-2.4688, -2.6267, 1.0256], [-0.4905, -2.2867, -0.4449], [0.3363, -1.3551, -1.2573], [-0.3514, -1.0066, -2.6270], [1.2515, -0.8384, -4.2264], [-2.6927, 1.1238, 2.8580], [-2.8929, 2.6168, 1.9804], [-0.7398, 2.6177, 1.2026], [0.4914, 2.4449, 3.4925], [0.0061, 0.6887, 3.7100], [1.4243, 0.2841, 1.4368], [2.3092, 0.8535, 2.8171], [3.8535, 4.1473, 2.7181], [2.4636, 2.8786, 3.8154], [1.6503, 4.4488, 2.6645], [-0.6051, -0.8821, 2.1577], [-2.1574, -0.9561, -0.3783], [0.0076, -2.4891, 0.5358], [-0.7751, -3.2046, -1.0254], [1.3222, -1.8027, -1.5172], [0.4362, -0.3969, -0.6455], [-0.6177, -1.9922, -3.1504], [-1.3229, -0.4841, -2.2664], [-0.1597, 0.6550, -3.8677], [2.2027, -2.3513, -4.8750], [2.3282, 0.9242, -4.6931], [2.3468, -0.2638, -5.8236], [-3.2013, -4.3842, 0.9819], [-2.2183, 2.0596, 2.6384], [-1.0749, -0.6714, 1.2049], [0.4188, -0.1365, -3.3705], [1.4304, -2.0769, -4.2855], [1.8135, 0.1484, -5.1099], [-1.7959, 0.9563, -0.1785], [-2.4395, -2.6426, 2.2136], [-3.0770, -3.6071, 0.2405], [2.4332, 2.5514, 1.2718]],
  "forces_ev_per_angstrom": [[0.50, 0.98, -1.07], [-1.58, 2.06, 0.57], [0.98, -1.10, 0.20], [0.84, -0.45, -0.33], [0.64, 1.46, 3.65], [-3.74, 0.14, -0.36], [0.92, -0.31, -1.88], [1.39, -1.90, 0.82], [0.65, 1.15, -0.97], [-3.62, -1.57, 3.90], [1.01, 3.59, -1.76], [0.62, 1.90, -0.33], [1.66, -1.66, 1.56], [-0.08, -1.06, 1.39], [-0.99, -0.67, -0.42], [0.09, 1.52, -1.53], [-0.17, 1.15, 0.41], [-0.41, -0.12, 0.37], [-4.35, -1.46, -0.14], [0.64, 2.52, -3.55], [3.15, -2.03, 0.36], [-1.31, 0.08, -2.46], [-0.39, -0.60, -0.10], [1.15, -1.30, -1.29], [0.14, 0.76, 0.85], [-0.49, 0.41, 0.51], [0.42, -1.12, -1.16], [0.32, 1.43, 0.54], [1.37, -0.78, -1.07], [1.91, -2.23, 1.18], [0.00, 0.14, -0.23], [-0.46, -0.42, 0.16], [0.82, -0.52, -1.01], [0.03, 2.62, -2.72], [-1.87, -0.63, -1.36], [1.61, 0.41, 2.79], [-0.88, 1.69, -2.34], [-0.24, -0.97, 0.76], [-0.17, -0.13, 0.74], [0.88, -0.02, 0.45], [-0.65, -0.57, 1.09], [0.53, -1.36, 3.80], [-0.84, -1.04, -0.04]],
  "nbo_charge": [-0.15, 0.67, -0.44, -0.52, -0.85, -0.18, 0.80, -0.41, -0.41, -0.24, 0.59, 0.36, 0.38, 0.23, 0.24, 0.21, 0.23, 0.22, 0.26, 0.22, 0.24, 0.43, 0.27, 0.20, 0.24, 0.23, 0.20, 0.21, 0.21, 0.41, 0.35, 0.38, 0.36, 0.50, -0.82, -0.63, -0.64, -0.76, -0.87, -0.66, -0.59, -0.69, 0.19],
  "lumo_ev": 0.542,
  "e_homo_ev": -8.623,
  "de_lowest_ev": 4.772,
  "orbital_gap_ha": 0.33682
}